Entry from the OMol25 dataset: a molecular structure, CH6N3S at a distorted geometry (the ωB97M-V functional and the def2-TZVPD basis).

```
11
Properties=species:S:1:pos:R:3:forces:R:3:lowdin_charge:R:1
C -0.1957 -0.1604 0.3714 -0.879 0.253 1.794 -0.564
N -0.0687 -0.3797 1.7017 0.021 0.114 -1.175 -0.298
N -0.8905 -0.8187 -0.5585 0.492 0.344 0.556 0.230
N 0.8174 0.8131 -0.1115 0.280 0.032 -0.003 0.207
S -0.8579 1.2474 2.1419 0.374 -0.634 -0.944 0.549
H -0.5596 -1.1631 2.1153 -0.051 -0.143 -0.246 0.092
H -1.0458 -0.4429 -1.4822 0.132 -0.004 -0.039 0.140
H -1.5169 -1.5602 -0.2775 -0.020 0.085 0.116 0.149
H 1.5741 0.3609 -0.6546 -0.251 0.060 0.102 0.191
H 1.1912 1.2171 0.7741 -0.153 0.065 -0.286 0.130
H 0.4105 1.5903 -0.6479 0.055 -0.171 0.125 0.175
```
Forces are in eV/Å.

Calculated values
**Strongest force on any atom**: 2.01 eV/A
**Total charge**: +1
**LUMO energy**: -4.7 eV
**HOMO energy**: -12.392 eV